1.
The following is a quantum chemistry calculation of a structure of composition C18H56F3NO13P2SSi2 in a non-equilibrium geometry, from OMol25.

Atoms and positions in Å:
N 2.586 4.034 -1.525
P 2.627 2.324 -1.702
O 1.674 2.038 -3.016
Si 1.552 1.359 0.003
F 0.835 0.092 -0.606
C 0.258 2.390 0.900
C -0.802 1.655 1.660
O -1.514 2.165 2.475
F -0.971 0.352 1.373
O 2.706 0.956 1.139
Si 2.763 -0.655 1.503
F 3.279 -1.474 0.262
P 4.100 -1.120 3.222
O 4.277 -2.725 3.272
O 5.553 -0.535 2.971
S 3.375 -0.547 4.907
H 3.337 4.380 -2.099
H 2.837 4.233 -0.566
H 1.631 1.093 -3.160
H -0.244 3.082 0.244
H 0.747 2.991 1.647
H 1.426 -1.148 1.832
H 4.721 -2.975 2.452
H 6.137 -0.805 3.687
C -3.691 0.391 -1.878
C -2.356 1.042 -2.166
O -2.174 2.248 -1.415
H -4.517 1.063 -2.117
H -3.803 -0.520 -2.458
H -3.777 0.144 -0.815
H -2.272 1.305 -3.217
H -1.541 0.353 -1.917
H -2.239 2.006 -0.489
C -3.689 -4.113 -3.758
C -2.406 -3.340 -3.999
O -2.377 -2.130 -3.245
H -4.555 -3.512 -4.036
H -3.705 -5.039 -4.336
H -3.791 -4.362 -2.699
H -2.313 -3.076 -5.052
H -1.537 -3.933 -3.712
H -2.439 -2.379 -2.313
C 0.685 -3.889 0.015
C -0.311 -3.483 -1.055
O -1.659 -3.529 -0.561
H 0.471 -4.897 0.370
H 1.705 -3.861 -0.371
H 0.621 -3.221 0.878
H -0.258 -4.157 -1.900
H -0.102 -2.470 -1.413
H -1.720 -2.924 0.183
C -7.568 2.454 -0.402
C -8.421 1.241 -0.728
O -7.617 0.124 -1.090
H -6.947 2.726 -1.256
H -8.190 3.311 -0.133
H -6.896 2.235 0.431
H -9.076 1.452 -1.572
H -9.044 0.967 0.131
H -7.047 -0.075 -0.342
C -6.914 2.516 4.241
C -7.721 1.264 3.948
O -7.035 0.401 3.042
H -6.705 3.057 3.318
H -7.450 3.178 4.922
H -5.953 2.260 4.691
H -8.670 1.522 3.480
H -7.931 0.718 4.873
H -6.200 0.156 3.446
C 6.734 3.592 5.179
C 5.900 2.327 5.096
O 6.717 1.182 4.848
H 7.292 3.740 4.254
H 6.104 4.465 5.353
H 7.462 3.523 5.990
H 5.188 2.390 4.275
H 5.339 2.173 6.023
H 7.349 1.105 5.567
C 3.074 -2.632 -4.206
C 1.994 -3.598 -4.660
O 0.813 -3.465 -3.870
H 3.321 -2.803 -3.158
H 3.980 -2.746 -4.803
H 2.730 -1.599 -4.294
H 2.332 -4.627 -4.553
H 1.744 -3.424 -5.712
H 0.496 -2.561 -3.961
C 6.568 1.213 0.217
C 6.065 0.491 -1.020
O 6.193 1.319 -2.174
H 6.008 2.138 0.366
H 6.465 0.594 1.108
H 7.620 1.485 0.104
H 5.011 0.243 -0.914
H 6.625 -0.437 -1.183
H 7.125 1.530 -2.271

Output
Highest occupied orbital energy: -0.29451 hartree

These are the Löwdin partial charges, in e, on atoms 1 to 2: -0.197 0.739


2.
The following is a quantum chemistry calculation of a cluster of 10 separate species, C4H28N8O10 in total in a non-equilibrium geometry, from OMol25.

Atoms and positions in Å:
C -0.806 0.477 -0.924
O 0.113 0.514 -1.764
N -1.846 1.325 -0.902
N -0.895 -0.469 -0.029
H -1.903 1.848 -1.765
H -2.680 1.167 -0.356
H -0.109 -1.100 -0.094
H -1.263 -0.142 0.853
C 3.813 2.127 -2.030
O 4.694 2.893 -2.348
N 2.636 1.977 -2.724
N 3.915 1.364 -1.035
H 2.414 2.389 -3.619
H 1.977 1.246 -2.496
H 3.190 0.682 -0.864
H 4.629 1.465 -0.328
C -3.859 0.277 2.342
O -2.964 -0.422 2.697
N -3.767 1.592 2.241
N -5.001 -0.112 1.834
H -2.982 2.173 2.498
H -4.523 2.139 1.854
H -5.656 0.587 1.511
H -5.089 -1.113 1.736
C 2.552 -2.618 -1.246
O 1.460 -2.593 -0.780
N 3.013 -2.119 -2.386
N 3.576 -2.997 -0.574
H 2.415 -1.583 -2.998
H 4.013 -1.982 -2.348
H 4.338 -3.377 -1.117
H 3.452 -3.183 0.411
O 0.896 -3.052 1.936
H 1.174 -2.257 1.481
H 1.090 -3.760 1.321
O -2.527 4.094 0.720
H -2.470 5.044 0.614
H -1.963 3.741 0.031
O -0.362 0.078 3.296
H -1.245 0.103 2.926
H -0.111 0.998 3.379
O 1.757 -0.367 1.506
H 2.271 -0.346 2.313
H 1.038 0.244 1.663
O -1.717 -2.760 1.889
H -0.937 -2.783 2.444
H -2.230 -2.026 2.227
O -0.923 0.350 -4.595
H -0.870 0.409 -3.641
H -1.727 -0.143 -4.761

Output
Multiplicity: 2
Total charge: -1
Highest occupied orbital energy (alpha / beta): 0.00528 / -0.26438 hartree

These are the Löwdin partial charges, in e, on atoms 1 to 2: -0.728 -0.033


3.
The following is a quantum chemistry calculation of the ion C8H15NP with charge +1 in a non-equilibrium geometry, from OMol25.

Atoms and positions in Å:
C -1.045 -0.790 -0.722
C 0.259 -1.397 1.423
C 0.134 1.067 -0.087
C -2.111 -1.642 -1.185
C 0.437 -2.849 1.403
C 0.692 2.424 -0.317
C -1.577 1.402 -1.684
C 2.481 0.783 1.779
N -0.928 0.475 -0.757
P 1.166 -0.131 0.752
H -2.079 -1.369 -2.221
H -3.119 -1.453 -0.698
H -1.890 -2.714 -1.202
H 0.950 -3.176 2.363
H 1.133 -3.142 0.646
H -0.420 -3.519 1.257
H -0.054 3.247 -0.530
H 1.615 2.370 -1.099
H 1.216 2.660 0.533
H -2.557 1.019 -1.828
H -1.081 1.520 -2.699
H -1.510 2.298 -1.095
H 3.558 0.605 1.391
H 2.260 0.373 2.724
H 2.470 1.941 1.853

Output
Total charge: +1
Highest occupied orbital energy (alpha / beta): -0.42103 / -0.41615 hartree

These are the Löwdin partial charges, in e, on atoms 1 to 2: -0.067 -0.175


4.
The following is a quantum chemistry calculation of a cluster of 25 separate species, C3H55O25 in total in a non-equilibrium geometry, from OMol25.

Atoms and positions in Å:
C 0.235 -0.884 0.673
C 0.285 0.374 -0.182
C -0.880 0.484 -1.087
O 0.123 1.488 0.720
H 0.564 -1.671 -0.004
H -0.705 -1.141 1.174
H 1.064 -0.746 1.446
H 1.208 0.249 -0.770
H -1.905 0.280 -0.697
H -0.759 -0.249 -1.841
H -0.960 1.447 -1.659
O 3.553 -0.375 3.139
H 3.258 0.139 2.387
H 2.882 -0.170 3.828
O 2.182 -2.207 -2.360
H 2.965 -1.791 -2.684
H 2.301 -3.067 -1.925
O 3.515 0.779 -1.609
H 4.056 1.571 -1.553
H 2.730 0.984 -2.171
O 1.283 -3.835 1.146
H 0.595 -4.279 1.685
H 2.030 -4.365 1.435
O -0.020 4.762 -1.358
H -0.637 4.143 -0.978
H -0.465 5.088 -2.148
O 1.997 3.704 0.625
H 1.245 3.134 0.489
H 2.526 3.021 0.995
O 3.439 -2.917 2.755
H 2.517 -3.197 2.876
H 3.347 -1.942 2.701
O -1.213 2.917 -3.802
H -1.213 2.430 -4.629
H -1.854 2.534 -3.239
O -3.318 1.238 -2.974
H -3.818 1.294 -3.773
H -3.559 0.401 -2.524
O 3.425 -1.884 0.167
H 3.025 -1.888 -0.692
H 2.767 -2.208 0.803
O -4.157 -0.761 0.279
H -3.334 -1.172 0.003
H -4.314 -0.003 -0.276
O 1.060 -1.667 3.714
H 0.558 -2.130 3.056
H 0.442 -1.070 4.128
O 1.312 0.475 -3.712
H 0.459 0.140 -3.359
H 1.831 -0.290 -3.957
O -2.456 -1.556 3.600
H -2.158 -1.481 4.525
H -2.173 -0.821 3.090
O -1.259 -0.972 -4.144
H -0.966 -1.640 -3.530
H -1.931 -0.540 -3.655
O -2.173 0.705 2.221
H -1.517 0.695 1.580
H -2.047 1.528 2.677
O -0.518 -2.923 -2.339
H -1.098 -2.859 -1.550
H 0.249 -2.507 -2.070
O -1.967 -2.884 -0.190
H -2.873 -3.247 -0.289
H -1.476 -3.134 0.608
O -1.238 -3.695 2.271
H -1.817 -3.024 2.551
H -1.810 -4.494 2.254
O -1.668 3.303 0.216
H -1.437 4.000 0.801
H -1.073 2.617 0.489
O 0.324 2.308 3.282
H -0.395 2.903 3.383
H 0.236 1.989 2.342
O 1.699 3.089 -2.823
H 1.115 2.375 -2.889
H 1.525 3.619 -2.093
O 2.770 1.121 1.120
H 3.198 0.955 0.286
H 1.807 1.010 0.921
O -3.893 2.280 1.085
H -3.559 1.432 1.348
H -3.114 2.705 0.639

Output
Total charge: -1
Highest occupied orbital energy: -0.23687 hartree

These are the Löwdin partial charges, in e, on atoms 1 to 2: -0.048 -0.485